[1]
DFT (ωB97M-V/def2-TZVPD) results for a molecular structure, C40H94InN6O15 at a distorted geometry.

```
! wB97M-V def2-TZVPD RIJCOSX def2/J DEFGRID3
* xyz 1 1
In -5.03289 -1.71196 2.94726
C -0.62218 -1.09802 0.42162
C -1.97202 -0.96097 0.93234
C -2.36563 0.41677 1.52570
O -3.36242 0.47807 2.20204
C -1.64362 1.57356 1.03597
C -0.40019 1.42698 0.37567
C 0.15193 0.05300 0.07314
O 1.30612 -0.20471 -0.25319
O 0.20456 2.40377 -0.06209
O -2.77697 -1.85702 1.04287
H -0.31951 -2.11027 0.17591
H -2.10037 2.51886 1.31445
C 2.87200 -0.25473 4.55024
C 2.19658 0.94370 3.92329
C 3.06860 1.81184 3.04084
O 4.14501 2.26812 3.84271
C 5.02343 3.16830 3.20844
N 0.99738 0.55007 3.16075
H 3.74024 0.06865 5.11811
H 3.29640 -0.87384 3.74424
H 2.15926 -0.88561 5.07349
H 1.85130 1.54814 4.76828
H 2.48952 2.69432 2.72648
H 3.45410 1.35023 2.12440
H 4.59901 4.18674 3.18933
H 5.10670 3.04178 2.11779
H 5.97349 3.06895 3.71812
H 1.29836 -0.05081 2.39405
H 0.62474 1.36501 2.67713
C 3.24921 4.85542 0.07844
C 3.25904 3.78809 -1.00959
C 4.20147 4.13629 -2.15702
O 4.10375 3.06283 -3.06661
C 4.89827 3.18136 -4.22786
N 3.74651 2.48994 -0.41801
H 2.40193 4.69772 0.74571
H 2.97409 5.80279 -0.40635
H 4.24423 4.97592 0.49292
H 2.29319 3.51226 -1.44426
H 5.22447 4.20867 -1.76720
H 3.94334 5.09769 -2.61342
H 4.81074 4.16311 -4.69490
H 4.56661 2.36071 -4.86156
H 5.95776 2.95595 -4.06265
H 2.86205 2.10524 -0.07957
H 3.91126 1.90123 -1.23529
C -4.37503 0.15953 -3.35758
C -2.96627 0.75799 -3.19089
C -3.01661 1.88151 -2.16772
O -3.80447 2.92476 -2.66076
C -3.84165 4.03798 -1.76428
N -2.02175 -0.31959 -2.85160
H -5.08153 0.62068 -2.66133
H -4.47651 -0.91591 -3.22714
H -4.72137 0.39296 -4.36519
H -2.64818 1.16712 -4.14933
H -2.01638 2.29866 -1.94843
H -3.28760 1.42974 -1.18853
H -4.33570 3.73544 -0.83988
H -4.41604 4.78346 -2.31274
H -2.84716 4.45877 -1.60388
H -2.12208 -0.54059 -1.86636
H -1.08500 -0.01582 -3.09570
C -0.83965 -1.67759 6.16850
C -2.20828 -1.51821 5.51758
C -2.50942 -0.03475 5.33102
O -3.87435 0.13592 4.97513
C -4.27814 1.49099 4.91665
N -2.35219 -2.25247 4.25973
H -0.72579 -0.98811 7.00433
H -0.08452 -1.39384 5.42593
H -0.64504 -2.71034 6.45003
H -2.95137 -1.79439 6.27470
H -1.83819 0.46424 4.61920
H -2.36612 0.44211 6.30880
H -3.49388 2.20392 4.64298
H -4.85009 1.80193 5.78769
H -4.90502 1.56083 4.01729
H -1.63292 -1.92684 3.61427
H -1.99515 -3.19237 4.47254
C -0.92515 7.17714 0.46315
C -0.65504 5.81608 -0.14513
O -1.38157 4.84502 0.63098
H -0.84218 7.95886 -0.29538
H -0.36418 7.46729 1.34703
H -1.98425 7.20844 0.74015
H 0.40298 5.56153 -0.03655
H -0.92590 5.81153 -1.20222
H -1.07831 3.98146 0.32748
C -0.26258 -4.75876 -2.14738
C -1.71033 -4.79625 -2.58781
O -2.18494 -3.49738 -2.92386
H 0.15937 -5.76171 -2.10801
H -0.19395 -4.30880 -1.14961
H 0.32923 -4.10126 -2.78418
H -2.38788 -5.26473 -1.85863
H -1.86861 -5.43923 -3.45731
H -1.76845 -2.84977 -2.35050
C -0.87687 -5.26063 2.17669
C -0.63439 -5.89178 3.51612
O -0.93760 -4.88449 4.51675
H -0.85989 -5.99622 1.36882
H -0.18319 -4.45025 1.95276
H -1.88262 -4.82791 2.11566
H 0.42880 -6.12176 3.62730
H -1.22307 -6.79053 3.70542
H -0.45166 -5.16031 5.30176
C 7.96688 2.03713 -6.81509
O 7.12440 1.42639 -5.86768
C 6.16500 0.56885 -6.48422
C 6.66551 -0.87141 -6.43847
N 6.59965 -1.55532 -5.15522
C 7.32969 -0.90202 -4.02144
C 6.35112 -0.24074 -3.05286
O 5.36588 -1.18880 -2.68634
C 4.22518 -0.61367 -2.10178
H 8.32622 1.29761 -7.54100
H 8.83696 2.50017 -6.35240
H 7.44450 2.82902 -7.36769
H 5.89952 0.89721 -7.49238
H 5.25369 0.58625 -5.87999
H 7.67023 -0.96569 -6.86440
H 6.09918 -1.45379 -7.17721
H 5.63050 -1.56449 -4.84802
H 7.98360 -0.14315 -4.43787
H 7.84796 -1.72111 -3.52471
H 5.91270 0.66894 -3.47912
H 6.87955 0.08003 -2.14431
H 4.46670 -0.17671 -1.12909
H 3.44052 -1.36167 -1.98881
H 3.74569 0.15780 -2.72007
C -6.51959 0.91082 0.61760
O -5.93113 -0.36176 0.44926
C -6.56472 -1.20494 -0.49693
C -5.69542 -2.42332 -0.72007
N -5.68300 -3.35876 0.42519
C -4.55761 -4.29029 0.24239
C -4.50043 -5.33935 1.33860
O -4.50151 -4.69560 2.59029
C -4.55947 -5.58972 3.70867
H -5.83875 1.52075 1.20364
H -7.49832 0.81036 1.09771
H -6.72381 1.40081 -0.34237
H -6.63991 -0.57987 -1.39825
H -7.60630 -1.49643 -0.29973
H -4.68115 -2.00618 -0.76904
H -5.83335 -2.90131 -1.69509
H -6.50067 -3.93492 0.22778
H -3.57382 -3.84269 0.12280
H -4.74812 -4.81239 -0.70768
H -3.59549 -5.95188 1.22962
H -5.35184 -6.02234 1.19892
H -5.34623 -5.21307 4.36033
H -3.57846 -5.70813 4.16126
H -4.93685 -6.55808 3.36459
*
```

Calculated values
M = 1014.0 g/mol
energy above the lowest of the compared OMol25 structures with the same formula, charge and spin = 0.0000 eV
frontier orbital gap = 1.99 eV

***

[2]
DFT (ωB97M-V/def2-TZVPD) results for a molecular structure, C40H95AsF6N5O20Pb at a distorted geometry.

```
! wB97M-V def2-TZVPD RIJCOSX def2/J DEFGRID3
* xyz 1 1
Pb -0.69796 -3.57651 2.72167
As -0.38195 -0.02052 0.37711
F -0.73669 -0.98559 -1.05221
F -2.08692 0.23228 0.60052
F -0.01238 0.91932 1.80945
F 1.30644 -0.35871 0.11431
F -0.23135 1.42424 -0.60163
F -0.48972 -1.54016 1.35537
C 1.69342 -4.72464 6.90536
C 0.67606 -4.05429 5.96354
C 1.00279 -2.60338 5.63313
O 0.16193 -2.02601 4.65012
C 0.38132 -0.59627 4.52135
N 0.56884 -4.83546 4.72527
H 1.31571 -5.71939 7.14084
H 1.89767 -4.17369 7.82229
H 2.64273 -4.85156 6.38135
H -0.34130 -4.06483 6.36407
H 2.04000 -2.54753 5.28028
H 0.98774 -2.03899 6.56878
H 1.40698 -0.37948 4.23049
H 0.04370 -0.02986 5.38925
H -0.35630 -0.39443 3.74668
H 0.28987 -5.79093 4.91814
H 1.52229 -4.93474 4.38045
C 1.96423 -2.20252 -2.97817
C 1.62396 -3.30579 -1.96087
C 2.19383 -4.67566 -2.33384
O 1.79137 -5.56414 -1.28058
C 1.95793 -6.93269 -1.63435
N 2.07149 -2.88100 -0.64974
H 3.03545 -2.07357 -3.14292
H 1.44782 -1.27560 -2.74197
H 1.58901 -2.53028 -3.95133
H 0.54853 -3.38297 -1.77483
H 3.28617 -4.73311 -2.39283
H 1.83848 -4.95061 -3.33122
H 1.37990 -7.21869 -2.51588
H 1.69284 -7.54533 -0.77499
H 3.02175 -7.05088 -1.86334
H 1.73464 -1.92918 -0.52292
H 3.04984 -2.65357 -0.83795
C 0.19997 0.58919 -4.50349
C -1.09586 -0.22430 -4.65963
C -1.40908 -0.37728 -6.14645
O -2.76622 -0.80136 -6.30065
C -3.14340 -0.84115 -7.67204
N -1.02886 -1.51332 -4.02723
H 0.01812 1.59288 -4.89087
H 1.02070 0.17588 -5.09235
H 0.55062 0.69392 -3.47730
H -1.86987 0.43459 -4.24897
H -0.72227 -1.13245 -6.54422
H -1.25601 0.53322 -6.73290
H -3.44829 0.18071 -7.90198
H -3.87668 -1.62489 -7.85827
H -2.31291 -1.16428 -8.30767
H -1.90143 -2.01562 -4.13550
H -0.84121 -1.43423 -3.03605
C -3.45616 3.25636 -4.75278
C -4.93318 3.04693 -4.48528
C -5.21917 2.36226 -3.17753
O -4.54106 1.10102 -3.12693
C -3.56438 0.86503 -2.14287
N -5.57906 4.35798 -4.56152
H -2.95777 2.28373 -4.69863
H -2.91640 3.91537 -4.07303
H -3.31848 3.58958 -5.78237
H -5.30491 2.48357 -5.34617
H -6.28222 2.12011 -3.08833
H -4.94601 2.87193 -2.24892
H -3.01858 -0.05299 -2.36007
H -3.99030 0.76504 -1.13945
H -2.80337 1.65208 -2.12836
H -6.45246 4.37142 -4.04849
H -5.79171 4.59399 -5.52061
C -3.90820 -7.13233 2.68450
C -2.93447 -6.00919 2.27621
C -3.67353 -4.91469 1.56391
O -2.74529 -3.88659 1.21687
C -3.22492 -2.92442 0.30871
N -2.28775 -5.49248 3.51694
H -4.71521 -6.80666 3.33824
H -3.38277 -8.01032 3.06364
H -4.31980 -7.56876 1.76994
H -2.13381 -6.43223 1.66685
H -4.45941 -4.47244 2.18587
H -4.18010 -5.32023 0.68591
H -3.93361 -2.22699 0.75818
H -3.63495 -3.29845 -0.63177
H -2.33567 -2.37189 0.00575
H -1.79519 -6.26692 3.94588
H -3.10269 -5.30064 4.09290
C -2.16693 -0.52410 7.95383
C -3.18970 -0.66669 6.86027
O -2.51232 -1.36816 5.78881
C -3.06483 -1.46854 4.57144
O -2.70810 -2.32013 3.76868
O -3.85340 -0.46162 4.32120
C -4.39255 -0.30970 2.99999
H -1.88027 -1.45940 8.43375
H -2.54771 0.20878 8.66380
H -1.22846 -0.16228 7.52994
H -3.57447 0.30358 6.54830
H -4.07396 -1.20099 7.21300
H -3.63725 -0.00597 2.28091
H -5.22541 0.38851 3.05433
H -4.89738 -1.22709 2.69222
C 3.26065 2.67090 -1.06352
C 3.13317 1.82301 -2.34027
O 4.31653 1.12280 -2.61851
C 4.45106 0.44277 -3.75992
O 3.61719 0.36397 -4.66309
O 5.66663 -0.06483 -3.83151
C 6.21058 -0.49263 -5.06001
H 3.48556 2.00586 -0.23272
H 2.34794 3.26294 -0.98204
H 4.00216 3.46211 -1.18919
H 2.87900 2.52243 -3.13747
H 2.34118 1.09405 -2.15820
H 7.19487 -0.10128 -5.31050
H 5.59913 -0.29835 -5.94278
H 6.28794 -1.58138 -5.07950
C 0.06860 3.73537 -2.82425
C 0.80357 4.95040 -3.36134
O -0.00636 6.05895 -3.04717
C 0.46936 7.28239 -3.32812
O 1.55683 7.47712 -3.81450
O -0.48963 8.15770 -3.12491
C -0.19372 9.54184 -3.18894
H -0.83744 3.51045 -3.38578
H -0.11504 3.78959 -1.75182
H 0.70483 2.86261 -2.97668
H 0.92212 4.78706 -4.43433
H 1.76536 5.10700 -2.87067
H -1.07240 10.11014 -2.90020
H 0.10343 9.83692 -4.19682
H 0.67209 9.73955 -2.55626
C -2.56512 3.46648 0.48343
C -2.48987 4.81128 1.16670
O -1.43395 5.52194 0.50128
C -0.12549 5.39769 0.82351
O 0.76640 6.00978 0.29285
O 0.05823 4.52939 1.82942
C 1.33099 4.41535 2.42852
H -1.59669 2.98194 0.39192
H -2.93009 3.60276 -0.53794
H -3.28939 2.77537 0.92066
H -2.20139 4.66432 2.20909
H -3.42010 5.37371 1.14862
H 1.22114 3.90966 3.38565
H 1.78281 5.39923 2.53676
H 1.84741 3.73349 1.74924
C 8.41191 0.54228 5.28209
C 7.36345 1.62635 5.09034
O 6.23999 1.15233 4.32409
C 6.34063 0.90000 3.05845
O 7.31679 1.15888 2.38598
O 5.16438 0.43974 2.63372
C 5.04836 0.03110 1.29041
H 9.16682 1.05882 5.87999
H 8.90397 0.22895 4.36491
H 7.97906 -0.29042 5.83553
H 7.91643 2.42503 4.59481
H 6.83418 1.92613 5.99056
H 5.40014 0.76904 0.57072
H 4.00152 -0.24734 1.18869
H 5.66012 -0.86196 1.14065
*
```

Calculated values
M = 1362.3 g/mol
frontier orbital gap = 6.80 eV